# 1
Density functional theory data (ωB97M-V/def2-TZVPD) for a molecular structure, C32H29F3N6O5PPbS.

CARTESIAN COORDINATES (ANGSTROEM)
Pb 0.288 0.532 -0.047
F 2.648 2.756 4.164
C 1.563 3.541 4.133
F 1.341 3.981 5.374
F 1.848 4.596 3.359
C 0.366 2.788 3.602
C -0.779 2.670 4.372
C -1.872 1.956 3.898
C -1.778 1.369 2.657
N -0.679 1.493 1.904
C 0.383 2.200 2.337
S 1.710 2.301 1.176
H -0.811 3.133 5.349
H -2.772 1.859 4.485
H -2.584 0.786 2.231
O -3.006 2.449 -0.098
N -2.356 1.582 -0.891
C -2.812 1.314 -2.043
C -1.969 0.416 -2.873
C -1.521 0.929 -4.110
C -0.552 0.318 -4.923
C 0.000 -0.853 -4.520
C -0.526 -1.547 -3.340
C -1.503 -0.816 -2.483
P -1.987 -1.978 -1.103
C -3.042 -3.219 -1.828
C -2.525 -4.336 -2.497
C -3.381 -5.234 -3.110
C -4.756 -5.031 -3.057
C -5.276 -3.930 -2.392
C -4.428 -3.020 -1.782
C -0.274 -2.748 -1.262
C 0.139 -3.701 -0.324
C 1.129 -4.678 -0.469
C 2.148 -4.724 -1.402
C 2.740 -3.601 -1.998
C 1.790 -2.276 -2.536
H -3.812 2.790 -0.528
H -3.708 1.771 -2.465
H -1.932 1.880 -4.436
H -0.247 0.796 -5.843
H 0.752 -1.345 -5.127
H -1.158 -2.334 -3.827
H -1.460 -4.534 -2.528
H -2.980 -6.101 -3.617
H -5.423 -5.741 -3.528
H -6.346 -3.782 -2.341
H -4.840 -2.173 -1.252
H -0.538 -3.861 0.510
H 1.009 -5.556 0.156
H 2.607 -5.681 -1.628
H 3.607 -3.707 -2.643
H 2.265 -1.801 -3.389
O -3.058 -1.059 -0.251
O -1.878 -1.701 0.475
N 1.864 2.988 -3.950
C 1.408 2.795 -2.692
N 1.322 3.871 -1.897
O 1.043 1.654 -2.311
H 2.290 3.857 -4.226
H 2.100 2.173 -4.486
H 1.694 4.764 -2.174
H 1.127 3.726 -0.916
O 2.576 -2.360 -1.405
C 0.395 -2.287 -2.377
N 2.952 -2.458 5.153
C 2.364 -2.017 4.033
C 3.119 -1.587 2.922
C 2.471 -1.126 1.808
N 1.132 -1.067 1.690
C 0.410 -1.487 2.742
C 0.960 -1.964 3.903
H 3.952 -2.432 5.261
H 2.411 -2.707 5.963
H 4.200 -1.593 2.953
H 3.051 -0.769 0.964
H -0.668 -1.425 2.643
H 0.317 -2.277 4.715

Forces on the atoms, in the same order (eV/Å):
0.0 -0.2 0.1
0.1 -0.1 0.0
0.0 0.1 0.0
0.0 0.0 -0.1
0.0 0.0 0.0
-0.1 0.0 0.1
0.1 0.0 0.0
-0.1 0.0 0.0
0.1 0.0 0.0
0.1 0.1 0.1
0.0 0.0 -0.2
-0.1 0.1 0.1
0.0 0.0 0.0
0.0 0.0 0.0
0.0 0.0 0.0
-0.1 0.1 0.1
0.1 0.1 0.0
0.1 0.0 0.0
-0.1 0.0 -0.1
0.0 0.0 0.1
0.0 0.0 0.0
0.0 0.0 0.0
-0.1 0.0 0.0
0.0 -0.1 0.1
0.0 0.0 -0.1
0.0 0.1 0.1
0.0 0.0 0.0
0.0 0.0 0.0
0.0 0.0 0.0
0.0 0.0 0.0
0.0 0.0 0.0
0.0 0.0 0.1
0.0 0.0 0.0
0.1 0.0 -0.1
-0.1 0.0 0.1
0.0 0.0 0.0
0.0 0.1 0.0
0.0 0.0 0.0
0.0 0.0 0.0
0.0 0.0 0.0
0.0 0.0 0.0
0.0 0.0 0.0
0.0 0.0 0.0
0.0 0.0 0.0
0.0 0.0 0.0
0.0 0.0 0.0
0.0 0.0 0.0
0.0 0.0 0.0
0.0 0.0 0.0
0.0 0.0 0.0
0.0 0.0 0.0
0.0 0.0 0.0
0.0 0.0 0.0
0.0 0.0 0.0
0.0 -0.1 0.0
0.0 0.0 -0.1
0.0 -0.1 0.2
-0.1 0.0 0.0
0.1 0.2 -0.3
0.0 0.0 0.0
0.0 0.0 0.0
0.0 0.0 0.0
0.0 0.0 0.0
0.0 0.0 0.0
0.1 0.0 0.0
0.0 0.0 0.0
0.0 0.0 0.0
0.0 0.0 0.0
0.0 -0.1 0.1
0.1 0.1 -0.1
0.0 0.0 0.0
0.0 0.0 0.0
0.0 0.0 0.0
0.0 0.0 0.0
0.0 0.0 0.0
0.0 0.0 0.0
0.0 0.0 0.0
0.0 0.0 0.0

## Properties
Net charge = +3
Calculated total energy = -3172.4703 hartree
Frontier orbital gap = 4.551 eV
HOMO energy = -0.5631 Eh


# 2
Density functional theory data (ωB97M-V/def2-TZVPD) for a molecular structure, C32H29IN6O3V at a distorted geometry.

CARTESIAN COORDINATES (ANGSTROEM)
V -0.132 -0.394 0.203
C -3.225 3.645 0.566
C -2.704 3.126 -0.712
N -2.639 3.978 -1.707
C -2.219 3.605 -2.917
C -1.866 2.304 -3.213
C -1.480 2.002 -4.653
O -2.132 0.816 -5.150
C -1.800 1.343 -2.168
C -1.378 -0.028 -2.416
N -1.220 -0.952 -1.461
C -1.161 -2.325 -1.736
C -0.351 -2.848 -2.740
C -0.293 -4.225 -2.929
C -0.991 -5.091 -2.096
C -1.756 -4.543 -1.059
C -1.900 -3.176 -0.883
I -3.050 -2.294 0.690
C -2.155 1.731 -0.818
O -1.946 1.058 0.234
H -2.721 4.590 0.822
H -3.088 2.890 1.353
H -4.287 3.916 0.494
H -2.196 4.393 -3.673
H -0.389 1.855 -4.704
H -1.730 2.887 -5.265
H -2.661 1.076 -5.919
H -1.360 -0.354 -3.444
H 0.260 -2.162 -3.353
H 0.309 -4.629 -3.723
H -0.974 -6.170 -2.224
H -2.268 -5.175 -0.347
O 2.958 -1.511 -2.162
C 2.266 -1.330 -1.171
N 1.586 -0.170 -0.836
C 2.125 1.035 -1.454
C 1.632 2.234 -0.690
C 2.060 3.549 -0.891
C 1.535 4.554 -0.069
C 0.574 4.234 0.923
C 0.193 2.894 1.030
N 0.706 1.959 0.226
C 1.974 -2.450 -0.191
C 2.712 -3.633 -0.208
C 2.345 -4.669 0.648
C 1.274 -4.440 1.532
C 0.648 -3.186 1.531
N 0.991 -2.194 0.720
H 1.752 1.133 -2.484
H 3.218 0.997 -1.478
H 2.733 3.778 -1.705
H 1.859 5.583 -0.206
H 0.136 4.996 1.574
H -0.501 2.497 1.764
H 3.533 -3.704 -0.933
H 2.886 -5.598 0.605
H 1.009 -5.154 2.286
H -0.120 -2.957 2.242
C 1.578 0.207 6.520
C 1.142 0.069 5.091
C 2.024 0.148 4.003
C 1.538 0.072 2.711
N 0.236 -0.024 2.380
C -0.617 -0.120 3.428
C -0.202 -0.145 4.770
H 2.456 0.867 6.595
H 1.862 -0.793 6.934
H 0.762 0.589 7.152
H 3.100 0.206 4.148
H 2.203 0.158 1.838
H -1.695 -0.223 3.250
H -0.967 -0.310 5.531

Forces on the atoms, in the same order (eV/Å):
-0.9 1.3 1.7
-0.2 0.1 1.0
0.7 -0.8 -1.2
-0.3 0.0 1.0
0.1 -0.9 -0.7
0.0 0.6 -0.5
0.1 0.0 0.4
-0.1 0.6 -0.5
0.6 -0.6 0.9
-0.8 -1.2 1.5
-0.2 1.9 -2.0
-0.2 0.4 0.0
0.1 0.0 -0.2
-0.1 -0.1 0.1
-0.2 0.6 0.3
-0.5 -0.1 0.4
0.8 0.2 -0.5
0.5 -0.6 -0.6
-0.1 1.5 -0.6
0.2 -0.5 -0.1
0.0 -0.4 0.0
-0.1 0.4 -0.1
0.1 -0.3 -0.1
0.0 -0.3 0.1
-0.2 -0.1 -0.1
0.1 -0.4 0.2
0.2 -0.2 0.4
-0.1 -0.1 -0.4
-0.4 -0.5 0.4
0.2 0.0 -0.2
0.1 0.2 0.0
-0.1 -0.3 -0.1
0.8 -0.2 -0.1
-1.8 1.7 0.4
2.2 -1.7 -0.3
-0.7 -0.4 -0.2
-0.4 0.4 0.5
-0.5 0.2 0.4
-0.4 -0.5 0.1
0.4 -0.3 -0.4
0.7 0.5 -0.5
0.0 -0.1 0.3
-0.1 0.3 0.5
-0.2 0.1 -0.3
-0.6 0.9 0.2
0.7 0.7 -0.4
0.8 -0.8 0.2
0.3 -0.8 -1.7
0.3 0.0 -0.1
0.0 0.1 -0.2
0.2 0.1 0.1
-0.1 -0.2 0.0
0.2 -0.3 -0.3
-0.1 0.4 -0.1
-0.5 0.0 0.3
0.0 -0.2 0.2
-0.3 -0.3 0.0
-0.4 0.0 0.3
0.4 -0.6 0.4
-0.4 -0.1 -0.5
-0.1 -0.2 0.3
0.0 0.3 -0.8
-0.2 0.0 1.6
0.3 -0.4 0.3
-0.1 0.3 -0.7
-0.3 -0.2 0.1
-0.1 0.7 -0.3
0.3 0.0 -0.3
-0.2 0.2 0.1
-0.2 -0.2 0.5
0.5 0.1 -0.4
0.3 0.2 -0.1

## Properties
<S²> = 3.762
Calculated total energy = -3032.8364 hartree
Frontier orbital gap (alpha / beta) = 6.233 / 7.153 eV
HOMO energy (alpha / beta) = -0.2255 / -0.2609 Eh
Multiplicity = 4


# 3
Density functional theory data (ωB97M-V/def2-TZVPD) for a molecular structure, C32H29MnN5OS2Si at a distorted geometry.

CARTESIAN COORDINATES (ANGSTROEM)
Mn 0.442 -1.107 0.987
S 4.718 -1.463 0.620
C 4.178 -1.465 -0.994
C 2.818 -1.336 -1.097
C 2.203 -1.240 0.176
C 3.114 -1.296 1.207
C 2.719 -1.201 2.608
C 3.571 -1.306 3.699
C 3.041 -1.205 4.973
C 1.675 -1.013 5.138
C 0.884 -0.925 4.010
N 1.396 -1.003 2.779
H 4.894 -1.554 -1.796
H 2.298 -1.302 -2.045
H 4.631 -1.466 3.553
H 3.689 -1.280 5.836
H 1.230 -0.934 6.119
H -0.187 -0.777 4.079
S 1.218 5.365 -0.002
C 1.009 3.650 0.176
C 1.046 3.120 1.471
C 0.846 1.778 1.666
N 0.608 0.903 0.664
C 0.610 1.419 -0.580
C 0.796 2.748 -0.868
C 1.136 5.565 -1.765
C 2.269 5.423 -2.553
C 2.130 5.589 -3.925
N 0.977 5.881 -4.519
C -0.093 6.037 -3.746
C -0.071 5.890 -2.366
H 1.227 3.755 2.329
H 0.862 1.376 2.666
H 0.475 0.723 -1.396
H 0.776 3.069 -1.900
H 3.233 5.197 -2.118
H 2.992 5.486 -4.574
H -1.018 6.295 -4.251
H -0.968 6.031 -1.777
C -3.296 2.367 -2.702
C -3.497 2.350 -1.329
C -2.960 1.326 -0.563
C -2.220 0.308 -1.171
C -2.026 0.334 -2.556
C -2.563 1.360 -3.317
Si -1.511 -1.079 -0.199
C -2.604 -2.524 0.037
C -3.900 -2.263 0.503
C -4.802 -3.301 0.676
C -4.430 -4.598 0.353
C -3.157 -4.866 -0.139
C -2.241 -3.838 -0.280
H -3.718 3.164 -3.299
H -4.074 3.133 -0.855
H -3.118 1.337 0.510
H -1.463 -0.448 -3.056
H -2.416 1.372 -4.389
H 0.002 -1.404 -0.599
H -4.221 -1.249 0.716
H -5.798 -3.097 1.044
H -5.140 -5.405 0.470
H -2.888 -5.876 -0.420
H -1.255 -4.057 -0.674
N 1.535 -4.342 0.253
C 0.606 -4.118 1.185
N 0.039 -5.159 1.807
O 0.233 -2.956 1.507
H 1.823 -5.273 0.006
H 2.002 -3.555 -0.174
H 0.338 -6.108 1.665
H -0.655 -4.965 2.507

Forces on the atoms, in the same order (eV/Å):
0.7 0.4 0.6
0.0 0.0 0.0
-0.1 0.0 -0.1
0.1 0.0 0.0
-0.2 -0.2 0.0
0.1 0.0 -0.1
0.0 0.0 0.0
0.0 0.0 0.0
0.0 0.0 0.0
0.0 0.0 0.0
0.1 0.0 0.0
0.1 0.1 -0.1
0.0 0.0 0.0
0.0 0.0 0.0
0.0 0.0 0.0
0.0 0.0 0.0
0.0 0.0 0.0
0.0 0.0 0.0
0.1 0.0 0.0
0.0 0.0 0.0
0.0 0.0 0.0
-0.2 -0.1 -0.1
0.0 0.2 0.1
0.1 -0.1 -0.1
0.0 0.0 0.0
-0.1 0.0 -0.1
0.0 0.0 0.1
0.0 0.0 -0.1
0.0 0.0 0.1
0.0 0.0 0.0
0.0 0.0 0.0
0.0 0.0 0.0
0.0 0.0 0.1
0.0 0.0 0.0
0.0 0.0 0.0
0.0 0.0 0.0
0.0 0.0 0.0
0.0 0.0 0.0
0.0 0.0 0.0
0.0 0.0 0.0
0.0 0.0 0.0
0.0 0.0 0.0
0.0 0.1 0.1
0.0 0.0 0.0
0.0 0.0 0.0
-0.2 -0.2 -0.4
-0.1 0.1 -0.1
0.0 -0.1 0.0
0.0 0.0 0.0
0.0 0.0 0.0
0.0 0.0 0.0
0.0 0.0 0.0
0.0 0.0 0.0
0.0 0.0 0.0
0.0 0.0 0.0
0.0 0.0 0.0
0.0 0.0 0.0
-0.2 -0.1 -0.3
0.0 0.0 0.0
0.0 0.0 0.0
0.0 0.0 0.0
0.0 0.0 0.0
0.0 0.0 0.0
0.0 0.0 -0.1
-0.2 0.1 0.3
0.1 0.0 0.0
0.0 -0.4 -0.1
0.0 0.0 0.0
0.0 0.0 0.0
0.0 0.0 0.0
0.0 0.0 0.0

## Properties
Net charge = +2
<S²> = 1.128
Calculated total energy = -3822.2035 hartree
Frontier orbital gap (alpha / beta) = 6.262 / 7.285 eV
HOMO energy (alpha / beta) = -0.5039 / -0.5002 Eh
Multiplicity = 2